1.
Density functional theory data (ωB97M-V with the def2-TZVPD basis set) for C30H24BrN5O2Os as an isolated structure at a distorted geometry.

Properties
* calculated total energy: -4245.8362 Eh
* net charge: +2
* orbital gap (alpha / beta): 5.4 / 5.4 eV
* HOMO level (alpha / beta): -13.94 / -13.94 eV

Atoms and positions in Å:
1 Os -0.572 -0.545 -0.322
2 Br -0.273 0.799 7.097
3 C -0.228 0.828 5.211
4 C -0.835 -0.206 4.485
5 C -0.784 -0.193 3.119
6 C -0.127 0.849 2.410
7 C 0.475 1.888 3.169
8 C 0.420 1.873 4.540
9 N -0.120 0.784 1.071
10 C 0.374 1.832 0.207
11 C 0.604 1.153 -2.192
12 C 0.845 1.938 -3.304
13 C 1.737 1.448 -4.252
14 C 2.346 0.218 -4.052
15 C 2.019 -0.514 -2.919
16 N 1.163 -0.050 -2.024
17 H -1.342 -1.000 5.011
18 H -1.249 -0.978 2.539
19 H 0.999 2.687 2.670
20 H 0.879 2.660 5.119
21 H -0.012 2.815 0.517
22 H 0.345 2.882 -3.446
23 H 1.949 2.024 -5.140
24 H 3.057 -0.169 -4.765
25 H 2.443 -1.489 -2.728
26 O -1.277 -1.850 -1.693
27 N -1.457 -3.062 -1.341
28 N -1.214 -3.315 -0.123
29 O -0.832 -2.321 0.674
30 C -1.357 -4.596 0.418
31 C -1.674 -5.678 -0.412
32 C -1.767 -6.938 0.143
33 C -1.553 -7.125 1.506
34 C -1.278 -6.039 2.329
35 C -1.174 -4.773 1.792
36 H -1.840 -5.522 -1.465
37 H -2.012 -7.784 -0.480
38 H -1.604 -8.115 1.930
39 H -1.147 -6.183 3.390
40 H -0.952 -3.923 2.418
41 C -3.812 3.563 -2.017
42 C -2.687 4.265 -1.616
43 C -1.507 3.596 -1.338
44 C -1.465 2.211 -1.441
45 C -2.593 1.502 -1.847
46 C -3.763 2.183 -2.139
47 N -0.284 1.447 -1.108
48 C 1.885 1.878 0.095
49 C 2.656 0.783 0.472
50 C 4.033 0.835 0.358
51 C 4.649 1.975 -0.137
52 C 3.883 3.064 -0.522
53 C 2.505 3.019 -0.404
54 H -4.726 4.093 -2.231
55 H -2.726 5.338 -1.516
56 H -0.632 4.157 -1.044
57 H -2.549 0.418 -1.942
58 H -4.636 1.637 -2.456
59 H 2.176 -0.105 0.867
60 H 4.626 -0.011 0.669
61 H 5.724 2.014 -0.217
62 H 4.358 3.954 -0.903
63 H 1.914 3.875 -0.693



2.
Density functional theory data (ωB97M-V with the def2-TZVPD basis set) for an isolated ion of composition C4H7N and charge -1 at a distorted geometry.

Properties
* ⟨S²⟩: 0.776
* calculated total energy: -211.1721 Eh
* net charge: -1
* orbital gap (alpha / beta): 5.4 / 4.9 eV
* ΔE to the lowest compared entry with this formula, charge and spin: 83.6 kcal/mol
* HOMO level (alpha / beta): -0.77 / -0.48 eV
* multiplicity: 2

Atoms and positions in Å:
1 C 1.394 -1.072 0.377
2 C -0.234 0.463 -0.264
3 C -0.746 1.038 -1.399
4 C -1.056 0.140 0.816
5 N 1.146 0.235 -0.190
6 H 2.392 -1.381 0.415
7 H 0.664 -1.885 0.352
8 H 1.143 -0.329 1.105
9 H -1.804 1.242 -1.433
10 H -0.069 1.385 -2.276
11 H -2.130 0.360 0.744
12 H -0.701 -0.195 1.754



3.
Density functional theory data (ωB97M-V with the def2-TZVPD basis set) for a single C15H19F3N2O5S molecule.

Properties
* calculated total energy: -1766.5427 Eh
* net charge: 0
* orbital gap: 9.4 eV
* ΔE to the lowest compared entry with this formula, charge and spin: 0.0 kcal/mol
* HOMO level: -9.73 eV
* SMILES string: CC(C)CNC(=O)COC(=O)c1cccc(S(=O)(=O)NCC(F)(F)F)c1

Atoms and positions in Å:
1 C 2.187 -1.298 -0.483
2 H 2.826 -0.578 -0.989
3 H 1.967 -2.104 -1.180
4 H 1.258 -0.792 -0.227
5 C 2.884 -1.830 0.768
6 C 3.092 -0.710 1.785
7 H 3.732 0.063 1.368
8 H 3.557 -1.097 2.689
9 H 2.143 -0.254 2.058
10 H 3.861 -2.231 0.478
11 C 2.102 -2.996 1.392
12 N 0.795 -2.599 1.860
13 C 0.503 -2.466 3.163
14 O 1.216 -2.826 4.072
15 C -0.873 -1.846 3.460
16 H -0.716 -1.065 4.212
17 H -1.529 -2.617 3.868
18 O -1.546 -1.311 2.329
19 C -1.114 -0.121 1.882
20 O -0.187 0.476 2.365
21 C -1.904 0.364 0.718
22 C -1.534 1.572 0.131
23 C -2.254 2.041 -0.944
24 C -3.336 1.347 -1.452
25 C -3.704 0.146 -0.867
26 C -2.988 -0.347 0.211
27 H -3.269 -1.282 0.671
28 H -4.547 -0.407 -1.252
29 H -3.877 1.764 -2.287
30 S -1.754 3.548 -1.758
31 O -2.901 4.265 -2.217
32 O -0.752 4.208 -0.977
33 N -1.021 2.920 -3.141
34 H -1.419 3.249 -4.003
35 C 0.391 2.678 -3.114
36 C 0.665 1.180 -3.251
37 F 0.039 0.460 -2.309
38 F 0.257 0.696 -4.431
39 F 1.970 0.899 -3.150
40 H 0.936 3.192 -3.912
41 H 0.773 3.013 -2.144
42 H -0.699 2.136 0.519
43 H 0.148 -2.259 1.166
44 H 2.637 -3.381 2.263
45 H 1.985 -3.801 0.659



4.
Density functional theory data (ωB97M-V with the def2-TZVPD basis set) for C9H7EuNO4S as an isolated structure at a distorted geometry.

Properties
* ⟨S²⟩: 12.014
* calculated total energy: -1809.9027 Eh
* net charge: +3
* orbital gap (alpha / beta): 6.3 / 6.5 eV
* HOMO level (alpha / beta): -20.85 / -20.85 eV
* multiplicity: 7

Atoms and positions in Å:
1 Eu 0.299 0.532 -0.428
2 C 0.309 1.892 1.399
3 O 0.297 2.472 2.409
4 C 0.294 2.747 -1.314
5 O 0.296 3.812 -1.770
6 C -1.771 0.926 -0.449
7 O -2.927 0.878 -0.386
8 C 2.368 0.878 -0.405
9 O 3.520 0.905 -0.393
10 C 0.301 -0.808 -2.057
11 H 1.252 -1.376 -1.838
12 H -0.636 -1.381 -1.842
13 C 0.301 0.365 -2.683
14 H -0.643 0.832 -3.086
15 H 1.246 0.836 -3.086
16 S -1.669 -2.903 2.150
17 C -0.265 -2.139 3.006
18 C 0.250 -1.118 2.312
19 N -0.447 -0.898 1.084
20 C -1.430 -1.709 0.864
21 H 0.076 -2.513 3.951
22 H 1.074 -0.494 2.577
23 H -2.094 -1.736 -0.015



5.
Density functional theory data (ωB97M-V with the def2-TZVPD basis set) for a 8-piece molecular cluster, C21H54Cl3NO14 overall at a distorted geometry.

Properties
* calculated total energy: -3320.8695 Eh
* net charge: 0
* orbital gap: 9.2 eV
* HOMO level: -9.40 eV

Atoms and positions in Å:
1 C -0.272 -6.743 5.797
2 C -1.185 -5.940 4.888
3 C -0.483 -5.434 3.609
4 C -1.414 -4.458 2.895
5 N -0.705 -3.433 2.057
6 C -1.745 -2.591 1.370
7 C -2.139 -1.470 2.322
8 C -1.002 -1.458 3.389
9 C 0.044 -2.426 2.901
10 C 0.196 -4.090 1.058
11 H -0.057 -7.730 5.387
12 H -0.701 -6.893 6.788
13 H 0.677 -6.223 5.958
14 H -1.579 -5.067 5.407
15 H -1.958 -6.627 4.534
16 H -0.291 -6.284 2.953
17 H 0.488 -5.006 3.868
18 H -2.088 -3.924 3.561
19 H -2.002 -5.041 2.185
20 H -1.269 -2.110 0.508
21 H -2.531 -3.210 0.944
22 H -2.194 -0.465 1.924
23 H -3.061 -1.744 2.837
24 H -0.555 -0.465 3.453
25 H -1.368 -1.702 4.385
26 H 0.874 -2.094 2.280
27 H 0.576 -2.953 3.694
28 H 0.493 -3.331 0.340
29 H -0.382 -4.863 0.556
30 H 1.027 -4.507 1.618
31 Cl -0.055 0.438 -1.309
32 O 0.752 -0.757 -1.251
33 O 0.752 1.626 -1.414
34 O -0.949 0.421 -2.440
35 O -0.823 0.469 -0.085
36 C 2.369 -0.278 1.594
37 C 3.398 -1.382 1.629
38 O 3.201 -2.240 2.753
39 O 2.052 0.312 2.850
40 H 1.428 -0.683 1.196
41 H 2.638 0.486 0.862
42 H 4.399 -0.941 1.667
43 H 3.306 -1.987 0.729
44 H 3.592 -1.822 3.525
45 H 2.028 1.265 2.730
46 C 2.403 5.262 -1.964
47 C 1.820 5.008 -0.581
48 O 2.263 3.778 -0.083
49 O 2.152 4.171 -2.855
50 H 3.473 5.453 -1.932
51 H 1.889 6.132 -2.397
52 H 0.723 5.042 -0.664
53 H 2.103 5.828 0.082
54 H 1.911 3.065 -0.627
55 H 1.235 4.222 -3.143
56 C -0.976 3.089 -6.789
57 C -0.475 2.129 -5.733
58 O -0.622 2.728 -4.462
59 O -0.438 4.394 -6.535
60 H -2.060 3.210 -6.706
61 H -0.638 2.772 -7.771
62 H 0.568 1.874 -5.963
63 H -1.023 1.179 -5.798
64 H -0.280 2.112 -3.804
65 H -0.455 4.476 -5.574
66 C -1.359 4.524 2.635
67 C -1.304 3.523 1.519
68 O -0.924 2.272 2.086
69 O -0.065 4.941 3.067
70 H -1.859 4.042 3.485
71 H -1.938 5.416 2.397
72 H -0.594 3.855 0.752
73 H -2.292 3.391 1.066
74 H -1.000 1.600 1.396
75 H 0.566 4.270 2.793
76 C -3.889 0.430 -4.415
77 C -4.451 0.605 -3.041
78 O -4.783 -0.710 -2.554
79 O -4.850 -0.146 -5.315
80 H -3.069 -0.289 -4.466
81 H -3.600 1.396 -4.825
82 H -5.352 1.227 -3.101
83 H -3.775 1.058 -2.314
84 H -4.921 -0.665 -1.606
85 H -5.248 -0.900 -4.868
86 Cl 6.352 -0.364 -2.211
87 C 5.140 0.760 -2.860
88 C 4.101 1.119 -1.828
89 Cl 4.799 1.972 -0.417
90 H 4.642 0.305 -3.711
91 H 5.661 1.668 -3.154
92 H 3.530 0.266 -1.471
93 H 3.426 1.865 -2.249